(one)
Formula: C3H4
Source: the Open Molecules 2025 dataset
Level of theory: ωB97M-V with the def2-TZVPD basis set

The geometry in XYZ format:
```
7
Properties=species:S:1:pos:R:3
C -0.494 -0.598 0.070
C -1.632 0.136 -0.082
C 0.713 0.039 0.004
H -0.391 -1.580 -0.149
H -1.601 1.092 0.337
H 0.976 1.149 -0.016
H 1.463 -0.645 -0.264
```

For the LUMO energy (alpha / beta), the calculation gives -0.553 / -0.605 eV. As for the HOMO energy (alpha / beta): -8.1 / -8.9 eV. The calculation puts the HOMO-LUMO gap (alpha / beta) at 7.59 / 8.25 eV.

=====

(two)
Formula: C3H4
Source: the Open Molecules 2025 dataset
Level of theory: ωB97M-V with the def2-TZVPD basis set

The geometry in XYZ format:
```
7
Properties=species:S:1:pos:R:3
C 1.273 0.033 -0.010
C -0.002 0.356 0.000
C -1.273 0.014 0.012
H 1.895 0.250 -0.884
H 1.746 -0.430 0.860
H -1.742 -0.446 -0.862
H -1.897 0.223 0.885
```

For the LUMO energy, the calculation gives 0.880 eV. As for the HOMO energy: -8.5 eV. As for the structure (SMILES): C=C=C. The calculation puts the HOMO-LUMO gap at 9.34 eV.

=====

Most stable = (two)

=====

(one)
Formula: C2H8N2O4P
Source: the Open Molecules 2025 dataset
Level of theory: ωB97M-V with the def2-TZVPD basis set

The geometry in XYZ format:
```
17
Properties=species:S:1:pos:R:3
C 0.304 0.322 1.006
C 0.005 -1.189 0.831
N -0.777 0.748 1.805
N -1.227 -1.519 0.130
O 1.068 -0.192 -2.150
O 1.040 2.321 -1.634
O -1.214 1.216 -1.907
O 1.030 -1.792 0.143
P 0.185 0.884 -1.582
H 1.194 0.658 1.379
H 0.156 -1.745 1.888
H -0.623 1.727 1.902
H -1.718 0.539 1.544
H -1.015 -2.043 -0.700
H 1.897 2.112 -1.778
H -1.532 -0.644 -0.224
H 1.226 -1.404 -0.653
```

For the LUMO energy, the calculation gives 3.852 eV. As for the HOMO energy: -3.2 eV. The total charge is -1. The calculation puts the HOMO-LUMO gap at 7.02 eV.

=====

(two)
Formula: C2H8N2O4P
Source: the Open Molecules 2025 dataset
Level of theory: ωB97M-V with the def2-TZVPD basis set

The geometry in XYZ format:
```
17
Properties=species:S:1:pos:R:3
C -0.550 -1.093 1.778
C 0.279 0.140 1.573
N -0.882 -1.416 2.945
N -0.483 0.941 0.529
O 1.106 1.452 -2.164
O 1.055 -0.010 -4.096
O -0.100 -0.729 -1.894
O 0.511 0.896 2.740
P 0.201 0.426 -2.753
H -0.635 -1.468 0.757
H 1.252 -0.389 1.345
H -1.528 -2.161 3.194
H -1.008 0.900 -3.452
H -1.152 0.493 -0.070
H 1.892 0.194 -3.616
H 0.110 1.481 -0.073
H -0.067 0.343 3.258
```

For the LUMO energy, the calculation gives 3.654 eV. As for the HOMO energy: -5.3 eV. The total charge is -1. The calculation puts the HOMO-LUMO gap at 8.97 eV.

=====

Most stable = (two)

=====

(one)
Formula: C7H13F
Source: the Open Molecules 2025 dataset
Level of theory: ωB97M-V with the def2-TZVPD basis set

The geometry in XYZ format:
```
21
Properties=species:S:1:pos:R:3
C 0.029 2.533 0.137
C 0.140 1.347 -0.856
C -0.425 0.053 -0.353
C -1.941 -0.135 -0.510
F -2.287 -0.313 -1.849
C 0.332 -0.978 0.174
C 1.834 -0.933 0.081
C -0.076 -2.175 0.992
H -1.035 2.686 0.396
H 0.638 2.461 1.046
H 0.350 3.395 -0.442
H -0.410 1.632 -1.772
H 1.199 1.176 -1.155
H -2.259 -1.009 0.139
H -2.473 0.728 -0.153
H 2.241 -0.276 -0.666
H 2.305 -1.937 0.027
H 2.205 -0.691 1.115
H -1.105 -2.307 1.285
H 0.277 -3.097 0.476
H 0.461 -2.160 1.891
```

For the LUMO energy, the calculation gives 0.947 eV. As for the HOMO energy: -8.8 eV. As for the structure (SMILES): CCC(CF)=C(C)C. The calculation puts the HOMO-LUMO gap at 9.71 eV.

=====

(two)
Formula: C7H13F
Source: the Open Molecules 2025 dataset
Level of theory: ωB97M-V with the def2-TZVPD basis set

The geometry in XYZ format:
```
21
Properties=species:S:1:pos:R:3
C 0.122 2.531 -0.324
C 0.843 1.233 -0.183
C 0.327 -0.020 -0.177
C 1.195 -1.254 -0.011
F 2.491 -0.878 0.390
C -1.193 -0.137 -0.216
C -1.828 0.141 1.189
C -1.670 -1.518 -0.743
H 0.337 3.066 -1.258
H 0.353 3.297 0.445
H -0.935 2.330 -0.364
H 1.916 1.298 -0.194
H 1.255 -1.704 -1.016
H 0.828 -1.986 0.723
H -1.596 0.611 -0.912
H -2.902 0.022 1.056
H -1.357 -0.522 1.950
H -1.651 1.187 1.431
H -2.753 -1.515 -0.646
H -1.283 -2.334 -0.139
H -1.406 -1.700 -1.796
```

For the LUMO energy, the calculation gives 1.038 eV. As for the HOMO energy: -8.9 eV. As for the structure (SMILES): C/C=C(/CF)C(C)C. The calculation puts the HOMO-LUMO gap at 9.94 eV.

=====

Most stable = (two)

=====

(one)
Formula: C8H11N3
Source: the Open Molecules 2025 dataset
Level of theory: ωB97M-V with the def2-TZVPD basis set

The geometry in XYZ format:
```
22
Properties=species:S:1:pos:R:3
C -1.333 -0.485 2.431
N -0.303 -0.015 2.139
C 0.462 0.538 1.165
C 1.584 1.357 1.420
C 2.475 1.655 0.466
C 2.124 1.440 -0.897
C 0.921 0.748 -1.176
C 0.047 0.168 -0.154
N -1.113 -0.690 -0.363
C -0.872 -2.155 -0.104
N -1.862 -0.167 -1.554
H -2.153 -0.749 3.059
H 1.754 1.560 2.392
H 3.385 2.168 0.903
H 2.664 1.746 -1.682
H 0.750 0.461 -2.292
H -0.395 -2.535 -1.028
H -0.161 -2.388 0.633
H -1.804 -2.536 0.095
H -1.448 0.683 -2.045
H -2.713 0.166 -1.137
H -2.008 -0.972 -2.270
```

For the LUMO energy, the calculation gives -8.505 eV. As for the HOMO energy: -17.2 eV. The total charge is +2. As for the structure (SMILES): C#[N+]c1ccccc1N(C)[NH3+]. The calculation puts the HOMO-LUMO gap at 8.66 eV.

=====

(two)
Formula: C8H11N3
Source: the Open Molecules 2025 dataset
Level of theory: ωB97M-V with the def2-TZVPD basis set

The geometry in XYZ format:
```
22
Properties=species:S:1:pos:R:3
C -2.751 -1.063 0.060
C -1.667 -2.008 0.144
C -2.489 0.274 -0.097
C -0.370 -1.585 0.363
C -1.189 0.766 0.019
C -0.227 -0.205 0.192
C -0.780 3.204 0.060
C 1.930 0.408 -1.198
N -1.013 2.086 -0.025
N 1.521 0.505 0.162
N 2.300 -0.344 1.067
H -3.842 -1.315 -0.152
H -1.814 -3.148 0.239
H -3.247 0.942 0.036
H 0.386 -2.347 0.224
H -0.289 4.200 -0.082
H 2.835 -0.254 -1.307
H 1.044 0.045 -1.772
H 2.267 1.361 -1.605
H 2.804 0.270 1.672
H 2.923 -0.823 0.425
H 1.668 -0.969 1.573
```

For the LUMO energy, the calculation gives -8.596 eV. As for the HOMO energy: -17.6 eV. The total charge is +2. The calculation puts the HOMO-LUMO gap at 9.02 eV.

=====

Most stable = (one)

=====

(one)
Formula: C5H6FN
Source: the Open Molecules 2025 dataset
Level of theory: ωB97M-V with the def2-TZVPD basis set

The geometry in XYZ format:
```
13
Properties=species:S:1:pos:R:3
C -0.643 0.513 1.899
C -0.144 0.133 0.496
N 1.044 0.492 -0.368
C 1.002 0.000 -1.591
C -0.160 -0.743 -1.686
C -0.708 -0.792 -0.388
F -1.808 -1.403 0.105
H -0.683 1.593 2.054
H -1.608 0.001 1.984
H 0.259 0.234 2.607
H 1.992 0.981 -0.128
H 1.743 0.343 -2.412
H -0.286 -1.352 -2.571
```

For the LUMO energy, the calculation gives 0.931 eV. As for the HOMO energy: -8.0 eV. As for the structure (SMILES): Cc1[nH]ccc1F. The calculation puts the HOMO-LUMO gap at 8.94 eV.

=====

(two)
Formula: C5H6FN
Source: the Open Molecules 2025 dataset
Level of theory: ωB97M-V with the def2-TZVPD basis set

The geometry in XYZ format:
```
13
Properties=species:S:1:pos:R:3
C -1.134 -0.602 -0.114
C -0.019 -0.458 0.915
C 0.107 -0.246 -0.974
C 0.448 1.176 -0.574
C 0.416 1.068 0.724
H -1.597 -1.598 -0.155
H -0.196 -0.711 1.987
H 1.829 -0.834 0.003
H 0.171 -0.521 -1.980
H 0.745 1.800 -1.404
H 0.598 1.703 1.599
N 0.889 -1.102 -0.008
F -2.258 0.324 -0.019
```

For the LUMO energy, the calculation gives 1.130 eV. As for the HOMO energy: -9.2 eV. The calculation puts the HOMO-LUMO gap at 10.30 eV.

=====

Most stable = (one)

=====

(one)
Formula: C6H7N2O2
Source: the Open Molecules 2025 dataset
Level of theory: ωB97M-V with the def2-TZVPD basis set

The geometry in XYZ format:
```
17
Properties=species:S:1:pos:R:3
C -1.588 -0.773 1.868
C -0.286 -0.313 2.039
C -2.132 -0.940 0.602
C 0.424 -0.039 0.879
C -1.325 -0.546 -0.507
C 1.266 0.189 -1.685
N -0.045 -0.211 -0.311
N 1.860 1.536 -1.461
O 1.779 2.109 -0.431
O 2.444 1.878 -2.462
H -2.178 -0.972 2.805
H 0.066 -0.058 3.004
H -3.144 -1.241 0.601
H 1.507 0.388 0.885
H -1.472 -0.768 -1.547
H 0.783 0.289 -2.592
H 2.041 -0.529 -1.686
```

For the LUMO energy, the calculation gives -4.954 eV. As for the HOMO energy: -14.9 eV. The total charge is +1. The calculation puts the HOMO-LUMO gap at 9.96 eV.

=====

(two)
Formula: C6H7N2O2
Source: the Open Molecules 2025 dataset
Level of theory: ωB97M-V with the def2-TZVPD basis set

The geometry in XYZ format:
```
17
Properties=species:S:1:pos:R:3
C 0.344 1.785 -0.166
C 1.392 0.955 0.031
C -1.079 1.349 0.073
C -0.159 -0.987 0.065
C 1.125 -0.423 -0.065
C -1.212 -0.186 0.173
N -2.940 -1.802 -0.062
N 3.381 -0.921 0.058
O 2.105 -1.342 -0.099
O -2.479 -0.569 0.039
H 0.626 2.863 -0.210
H 2.433 1.387 0.030
H -1.483 1.721 0.967
H -0.397 -2.118 -0.016
H -3.886 -1.843 -0.366
H 4.094 -1.608 0.182
H -1.865 1.739 -0.633
```

For the LUMO energy (alpha / beta), the calculation gives -5.851 / -6.048 eV. As for the HOMO energy (alpha / beta): -14.1 / -13.5 eV. The total charge is +1. The calculation puts the HOMO-LUMO gap (alpha / beta) at 8.23 / 7.46 eV.

=====

Most stable = (one)

=====

(one)
Formula: C3H6ClN2
Source: the Open Molecules 2025 dataset
Level of theory: ωB97M-V with the def2-TZVPD basis set

The geometry in XYZ format:
```
12
Properties=species:S:1:pos:R:3
C 1.532 -0.193 -0.173
C -0.545 0.359 0.940
C -0.990 -0.131 -0.439
N 0.908 0.384 0.777
N -0.075 -1.180 -0.978
Cl -0.145 -1.379 -2.569
H 2.564 -0.071 -0.381
H -1.050 1.365 1.050
H -0.619 -0.211 1.954
H -1.930 -0.638 -0.447
H -1.056 0.694 -1.136
H 1.406 1.000 1.402
```

For the LUMO energy (alpha / beta), the calculation gives -5.197 / -5.198 eV. As for the HOMO energy (alpha / beta): -14.1 / -14.1 eV. The total charge is +1. The calculation puts the HOMO-LUMO gap (alpha / beta) at 8.91 / 8.91 eV.

=====

(two)
Formula: C3H6ClN2
Source: the Open Molecules 2025 dataset
Level of theory: ωB97M-V with the def2-TZVPD basis set

The geometry in XYZ format:
```
12
Properties=species:S:1:pos:R:3
C -2.650 1.611 0.022
N -1.778 0.783 0.349
C -1.101 -0.270 0.083
Cl -1.848 -1.751 -0.165
N 0.470 -0.310 0.163
C 1.278 -1.482 0.122
H -2.908 1.824 -1.015
H -3.163 2.162 0.803
H 0.875 0.572 0.433
H 0.744 -2.314 -0.326
H 1.611 -1.764 1.125
H 2.157 -1.262 -0.489
```

For the LUMO energy, the calculation gives -5.449 eV. As for the HOMO energy: -14.4 eV. The total charge is +1. As for the structure (SMILES): C=N/C(Cl)=[NH+]/C. The calculation puts the HOMO-LUMO gap at 8.92 eV.

=====

Most stable = (two)

=====

(one)
Formula: C5H13NP
Source: the Open Molecules 2025 dataset
Level of theory: ωB97M-V with the def2-TZVPD basis set

The geometry in XYZ format:
```
20
Properties=species:S:1:pos:R:3
C 1.877 -0.414 0.880
C 0.453 -0.226 0.127
C 0.625 -0.288 -1.396
C -0.819 -1.195 0.715
P -2.351 -0.359 0.089
C -1.407 1.399 -0.324
N -0.140 1.175 0.474
H 2.340 0.580 1.017
H 2.603 -1.146 0.507
H 1.533 -0.848 1.906
H 1.531 0.092 -1.741
H -0.098 0.178 -2.052
H 0.625 -1.297 -1.770
H -0.844 -2.248 0.363
H -0.748 -1.316 1.849
H -2.247 -1.020 -1.219
H -1.861 2.207 0.152
H -1.159 1.618 -1.333
H 0.547 1.892 0.306
H -0.458 1.218 1.450
```

For the LUMO energy, the calculation gives -3.309 eV. As for the HOMO energy: -13.6 eV. The total charge is +1. As for the structure (SMILES): CC1(C)CPC[NH2+]1. The calculation puts the HOMO-LUMO gap at 10.27 eV.

=====

(two)
Formula: C5H13NP
Source: the Open Molecules 2025 dataset
Level of theory: ωB97M-V with the def2-TZVPD basis set

The geometry in XYZ format:
```
20
Properties=species:S:1:pos:R:3
C 1.115 0.943 -1.317
C 1.680 0.092 -0.196
C -0.426 0.863 -1.355
C 0.562 -0.899 0.229
C -2.152 -0.091 0.353
N -0.846 0.364 0.073
P 0.235 -1.113 2.194
H 1.397 1.929 -0.925
H 1.642 0.847 -2.254
H 2.448 -0.572 -0.587
H 1.922 0.696 0.629
H -0.769 1.932 -1.443
H -0.962 0.120 -2.068
H 0.451 -1.734 -0.387
H -2.856 0.692 0.752
H -2.697 -0.602 -0.362
H -2.222 -0.887 1.242
H -0.419 0.925 0.821
H 1.513 -0.968 2.423
H 0.386 -2.537 2.180
```

For the LUMO energy, the calculation gives -3.252 eV. As for the HOMO energy: -14.4 eV. The total charge is +1. The calculation puts the HOMO-LUMO gap at 11.17 eV.

=====

Most stable = (one)